1.
{
  "formula": "C12H14Br18N",
  "method": "the ωB97M-V functional and the def2-TZVPD basis",
  "symbols": ["N", "C", "H", "C", "C", "H", "Br", "C", "H", "H", "H", "Br", "C", "Br", "Br", "H", "Br", "Br", "H", "Br", "Br", "C", "H", "Br", "C", "Br", "Br", "C", "C", "Br", "Br", "H", "H", "H", "H", "Br", "H", "Br", "C", "Br", "C", "C", "H", "Br", "Br"],
  "positions_angstrom": [[1.2138, 1.7206, 2.5275], [0.9242, 3.0121, 2.3593], [3.2184, 2.1993, 2.8714], [2.6397, 1.3043, 2.6381], [-0.3939, 3.3902, 2.2964], [-3.6799, -8.3770, 1.5853], [-5.8384, 1.1536, 4.7464], [3.6920, -0.1628, -5.4087], [4.6333, -0.8403, -0.1578], [-0.5862, 4.4551, 2.1888], [2.9958, 0.8195, 1.7253], [-2.0777, -1.5159, -2.4831], [-1.4171, 2.4583, 2.3786], [-4.2408, -5.9728, 1.4280], [1.0641, 1.3029, -8.8864], [0.5223, -0.2804, 2.7115], [4.4974, -2.3018, -2.1429], [-2.3741, -0.1325, 0.3816], [-5.1454, 3.1305, 6.0598], [-6.4663, 4.2489, 4.2963], [-2.3166, -3.3167, 0.1364], [4.1753, -1.8080, -0.3117], [-1.7813, 0.3409, 2.6600], [5.0067, -3.0309, 0.9173], [-3.0581, -7.4943, 1.5203], [4.0696, 1.6918, -5.7718], [-3.4498, 3.2056, 4.2462], [-1.0509, 1.1249, 2.5522], [0.2777, 0.7727, 2.6042], [1.0219, 4.2812, -7.7427], [2.2829, -1.6039, 0.0601], [2.6940, 0.5810, 3.4571], [1.7095, 3.7561, 2.2746], [1.3570, 2.1286, -6.5769], [-2.4735, 2.7655, 2.3089], [4.0739, -1.2843, -6.9249], [-0.6335, -1.6156, -0.4803], [-1.1120, 2.1427, -6.7082], [-5.2232, 2.9597, 4.9942], [-1.9946, -7.6618, -0.0773], [-1.7042, -1.6487, -0.6019], [0.6793, 2.4226, -7.3672], [4.3517, -0.4720, -4.6091], [1.8824, -0.3996, -4.7818], [-1.9653, -7.4495, 3.1068]],
  "atomic_forces_ev_per_a": [[1.7, -0.6, -0.3], [-0.6, 0.2, 0.1], [0.0, -0.3, 0.0], [-0.1, 0.0, 0.3], [-0.3, 0.8, -0.2], [0.0, 0.0, 0.0], [0.1, 0.1, 0.0], [0.0, -0.1, -0.1], [-0.1, 0.0, 0.0], [-0.2, -0.2, -0.1], [-0.3, 0.2, 0.0], [0.0, 0.0, 0.1], [0.2, -0.1, -0.4], [0.0, -0.1, 0.0], [0.0, 0.1, 0.1], [0.6, 0.4, 0.0], [-0.1, 0.0, 0.2], [-0.5, -0.4, -1.0], [0.1, 0.0, 0.0], [0.1, -0.1, 0.0], [0.0, 0.2, 0.0], [0.3, 0.0, -0.1], [0.1, 0.2, 0.3], [-0.1, 0.1, -0.1], [0.0, -0.1, 0.0], [0.0, -0.1, 0.0], [-0.8, 0.2, 0.9], [-0.1, 0.3, 0.6], [-1.2, 0.0, 0.2], [0.0, -0.1, 0.0], [0.0, 0.0, 0.0], [0.2, 0.2, -0.1], [0.1, -0.4, 0.1], [0.0, 0.0, 0.0], [1.1, -0.4, -0.4], [-0.1, 0.1, 0.1], [0.1, 0.0, -0.1], [0.1, 0.0, 0.0], [-0.3, 0.1, 0.2], [-0.1, 0.1, 0.1], [0.0, -0.3, -0.2], [0.0, 0.0, 0.0], [0.0, 0.0, 0.0], [0.0, 0.0, 0.0], [-0.1, 0.0, -0.1]],
  "lowdin_charge": [-0.081, -0.006, 0.104, 0.033, -0.010, -0.028, 0.599, -1.631, -0.032, 0.134, 0.066, 0.613, -0.168, 0.540, 0.569, 0.149, 0.627, 0.735, -0.025, 0.610, 0.578, -1.626, 0.047, 0.609, -1.632, 0.609, 0.712, -0.164, -0.029, 0.572, 0.581, 0.113, 0.152, -0.123, 0.009, 0.594, -0.094, 0.555, -1.600, 0.572, -1.612, -1.670, -0.078, 0.554, 0.572],
  "charge": 1,
  "e_homo_ev": -11.55
}

---

2.
{
  "formula": "C12H14Br3CuN2",
  "method": "the ωB97M-V functional and the def2-TZVPD basis",
  "symbols": ["H", "H", "C", "C", "Br", "H", "C", "H", "H", "C", "C", "C", "Cu", "H", "C", "C", "H", "H", "H", "H", "C", "C", "C", "Br", "H", "C", "H", "N", "N", "H", "H", "Br"],
  "positions_angstrom": [[-3.1951, -5.1629, 1.2985], [2.9191, 1.4569, -0.4633], [0.0161, 1.7812, -2.0197], [-1.1218, -3.3725, 1.1669], [2.3023, 3.0542, 2.3243], [2.4623, 3.6298, -1.3360], [-0.1151, -0.1472, -0.5471], [0.6486, -2.5042, 0.4096], [-1.6797, 0.5515, -1.8655], [1.9767, 3.1630, -2.1929], [-3.1195, -2.0976, 0.9634], [1.9208, 1.1806, -0.7690], [4.0804, 4.6809, 0.6253], [-0.3399, 2.5114, -2.7313], [-0.6751, 0.7182, -1.5058], [1.2675, 0.0894, -0.2208], [-4.1714, -2.0603, 1.2053], [1.6981, -0.5807, 0.5085], [-2.9030, -4.6091, 2.9074], [-2.8937, -0.1966, -0.0324], [-3.3455, -4.3081, 1.9579], [-2.3960, -1.0945, 0.3031], [-1.0195, -1.1572, 0.1186], [5.1297, 6.5425, 2.5941], [-4.3750, -3.9567, 2.0270], [-0.4137, -2.3646, 0.5454], [2.6640, 2.7794, -2.9469], [1.2698, 1.9795, -1.6120], [-2.4722, -3.2109, 1.4127], [1.2260, 3.9162, -2.4320], [-0.7194, -4.2840, 1.5837], [5.3740, 3.0724, -1.2770]],
  "atomic_forces_ev_per_a": [[-0.5, 0.1, -0.1], [0.3, 0.2, -0.2], [0.3, -0.5, 0.4], [-1.6, 0.7, 0.6], [0.5, 0.6, -1.1], [0.7, -0.3, -0.3], [0.6, 1.4, -0.2], [0.0, -0.1, 0.0], [-0.1, 0.1, 0.1], [-0.3, 0.0, 1.5], [1.8, -0.3, 0.0], [-0.3, -0.5, 0.8], [0.4, -1.2, 0.4], [-0.3, -0.3, 0.0], [-0.7, -0.5, 0.2], [-2.6, -0.9, 0.0], [0.0, 0.3, -0.3], [0.6, 0.4, 0.0], [-0.4, 0.2, 0.2], [-0.4, -0.1, 0.1], [1.7, -0.1, 0.0], [-0.4, 0.6, 0.2], [1.3, -1.7, 0.0], [-0.4, -0.5, -0.5], [0.3, -0.2, 0.0], [0.0, 0.0, 0.3], [-0.1, 0.6, 0.0], [0.4, 1.0, -0.7], [-0.4, 0.9, -1.2], [0.0, -0.4, -0.8], [0.3, 0.0, -0.3], [-0.9, 0.8, 0.9]],
  "lowdin_charge": [0.111, 0.083, 0.007, 0.038, -0.384, 0.020, -0.088, 0.129, 0.124, 0.004, 0.037, -0.022, -0.104, 0.150, 0.026, 0.070, 0.143, 0.126, 0.110, 0.129, 0.050, 0.050, -0.095, 0.188, 0.105, 0.046, 0.101, -0.064, -0.079, 0.106, 0.151, -0.266],
  "charge": 1,
  "s2": 0.754,
  "e_homo_ev": [-10.07, -10.00],
  "multiplicity": 2
}

---

3.
{
  "formula": "C12H14BrN2O7S3V",
  "method": "the ωB97M-V functional and the def2-TZVPD basis",
  "symbols": ["C", "H", "H", "O", "N", "S", "C", "C", "H", "O", "O", "H", "S", "H", "C", "C", "C", "H", "H", "V", "H", "H", "H", "H", "H", "O", "C", "H", "C", "H", "N", "O", "C", "O", "C", "S", "C", "Br", "C", "O"],
  "positions_angstrom": [[-4.1536, -1.2451, -1.2298], [2.2553, 3.9667, 0.4233], [-2.4744, -3.2727, 1.3126], [-0.7639, 1.3622, 2.8830], [1.8920, -1.0977, -1.0349], [-0.4128, -0.0233, 2.8585], [2.8899, -0.6531, -1.8215], [-2.9086, -3.0451, 0.3415], [-3.9019, -3.4771, 0.2628], [-1.6770, -0.9114, -0.4406], [-1.4418, -0.8048, 2.0869], [-2.2677, -3.4007, -0.4608], [-3.0332, -1.2413, 0.2064], [-4.3697, -0.2143, -1.4941], [0.9670, 2.2763, 0.2894], [1.9671, -2.2705, -0.3596], [3.1397, -3.0332, -0.4913], [2.6884, 0.2913, -2.3082], [-1.9867, 4.6605, 0.2919], [-0.2620, -0.5068, 0.5384], [-5.0717, -1.7257, -0.9070], [5.0803, -3.1633, -1.3705], [3.1956, -3.9673, 0.0463], [1.7730, 1.5538, 0.3211], [1.2570, 6.1203, 0.4464], [0.3287, 5.8512, 0.3874], [4.1793, -2.5797, -1.2675], [-3.7179, -1.7663, -2.0758], [-1.2685, 2.6416, 0.2386], [4.8427, -0.9710, -2.5697], [-0.2659, 1.7807, 0.2142], [0.7414, -0.1093, 1.7750], [1.2341, 3.6251, 0.3526], [0.8185, -0.3282, -0.8925], [0.1703, 4.5370, 0.3422], [0.6020, -2.7085, 0.5647], [4.0512, -1.3636, -1.9525], [-2.9858, 1.8998, 0.1836], [-1.1255, 4.0120, 0.2843], [0.0166, -0.6972, 4.0244]],
  "atomic_forces_ev_per_a": [[0.3, 0.3, 0.4], [0.1, 0.0, 0.0], [0.0, 0.0, 0.0], [0.0, -0.2, 0.5], [1.1, -1.0, 0.0], [-0.8, 1.4, 3.8], [0.2, 0.4, -0.3], [0.1, 0.3, 0.3], [-0.1, 0.1, 0.1], [-2.2, -0.3, -1.6], [-0.1, -0.2, 0.1], [0.0, 0.0, -0.1], [-2.4, -1.5, -0.9], [0.1, 0.1, 0.0], [0.3, 0.5, 0.0], [-0.1, 0.0, -0.2], [0.0, 0.2, -0.1], [0.0, 0.0, 0.0], [0.0, 0.1, 0.0], [0.4, -1.0, -4.4], [-0.1, -0.1, 0.1], [0.1, -0.1, 0.1], [0.0, 0.0, 0.0], [0.0, 0.2, 0.0], [-0.2, -0.2, 0.0], [-0.1, 0.5, 0.0], [-0.3, 0.1, -0.1], [0.2, -0.1, 0.0], [0.2, 0.3, -0.2], [0.0, 0.0, -0.1], [-0.3, -0.7, 0.1], [3.2, 1.2, 3.4], [-0.1, 0.0, 0.0], [1.0, 0.6, -1.3], [0.0, -1.0, 0.0], [-0.2, -0.5, 0.2], [-0.2, 0.0, 0.1], [-0.5, 0.4, 0.1], [0.1, 0.1, 0.0], [0.1, 0.0, 0.0]],
  "lowdin_charge": [-0.203, 0.125, 0.063, -0.235, -0.147, 0.380, 0.010, -0.196, 0.071, -0.643, -0.451, 0.066, 0.938, 0.037, -0.105, -0.573, -0.040, 0.151, 0.125, 0.732, 0.069, 0.124, 0.122, 0.119, 0.137, 0.124, -0.021, 0.077, -0.684, 0.120, -0.038, -0.387, 0.042, -0.220, -0.289, 0.876, -0.021, 0.939, -0.003, -0.193],
  "charge": 1,
  "s2": 0.757,
  "e_homo_ev": [-11.87, -11.88],
  "multiplicity": 2,
  "e_above_lowest_kcal_mol": 40.2
}

---

4.
{
  "formula": "C12H14CeClN2S4",
  "method": "the ωB97M-V functional and the def2-TZVPD basis",
  "symbols": ["H", "H", "H", "H", "C", "H", "C", "C", "C", "N", "S", "Cl", "N", "H", "C", "S", "C", "H", "H", "C", "Ce", "H", "C", "S", "H", "C", "C", "H", "H", "H", "C", "H", "S", "C"],
  "positions_angstrom": [[3.6931, -1.8473, -2.0386], [3.9068, 0.1167, 1.1487], [2.3970, -3.4652, -0.6716], [2.8444, -0.5250, 3.2760], [-2.9094, 2.5226, -0.3524], [-2.3856, -0.2308, -2.9135], [2.0548, -2.3511, 2.4924], [1.9235, -3.1760, 1.3825], [3.6840, -1.1010, -1.2409], [-1.7433, 2.3774, -1.2239], [-0.1528, -0.2996, 0.6724], [1.3014, -2.8175, 3.9883], [-2.5550, 0.4804, -2.2244], [-4.4424, 1.2569, 0.4600], [2.4990, -2.8093, 0.1857], [-0.9898, 1.7685, 2.6044], [-1.5972, 1.3874, -2.0883], [-0.9377, 2.9676, -1.0859], [-4.5923, 0.8594, -1.9261], [3.3419, -0.8130, 1.2006], [1.7487, 0.4973, -1.0883], [-2.8124, 0.5881, 0.5530], [-3.7490, 0.4217, -1.3836], [1.2898, 2.3844, 0.8112], [-2.5624, 2.9852, 0.5690], [0.0164, 1.2875, 1.3937], [-3.5002, 1.1504, -0.0758], [1.3654, -4.0980, 1.4634], [-3.9719, -0.6304, -1.2088], [-3.6334, 3.1874, -0.8330], [2.7597, -1.1709, 2.4135], [4.6473, -0.5825, -1.2092], [-0.1851, 1.2966, -3.1033], [3.2466, -1.6179, 0.0529]],
  "atomic_forces_ev_per_a": [[0.0, 0.0, 0.1], [0.0, -0.1, 0.0], [0.0, 0.0, 0.0], [0.0, 0.0, 0.0], [0.0, 0.0, 0.0], [0.0, -0.1, 0.0], [-0.1, -0.1, 0.1], [0.0, 0.0, 0.0], [0.3, 0.0, -0.4], [0.0, -0.1, -0.1], [0.0, 0.1, -0.1], [0.0, 0.0, 0.0], [0.0, 0.1, 0.0], [0.0, 0.0, 0.0], [0.1, 0.1, -0.2], [0.0, 0.0, 0.0], [0.3, 0.1, -0.1], [0.0, 0.0, 0.1], [0.0, 0.0, 0.0], [0.0, 0.2, 0.0], [-0.2, -0.4, 0.6], [0.0, 0.0, 0.0], [-0.1, -0.1, -0.1], [-0.1, 0.0, 0.1], [0.0, 0.0, 0.0], [0.0, 0.1, -0.1], [-0.1, 0.1, 0.0], [0.0, 0.0, 0.0], [0.0, 0.0, 0.0], [0.0, 0.0, 0.0], [0.1, 0.0, -0.1], [-0.1, 0.0, 0.0], [-0.1, -0.1, 0.0], [-0.2, 0.0, 0.0]],
  "lowdin_charge": [0.048, 0.117, 0.117, 0.119, -0.153, 0.130, -0.689, -0.114, -0.271, 0.046, 0.489, 0.662, 0.035, 0.125, -0.054, 0.515, -0.800, 0.108, 0.123, -0.116, 0.572, 0.059, -0.149, 0.412, 0.091, -1.709, -0.168, 0.109, 0.127, 0.126, -0.104, 0.051, 0.576, -0.430],
  "charge": 0,
  "s2": 0.751,
  "e_homo_ev": [-7.45, -7.44],
  "multiplicity": 2,
  "e_above_lowest_kcal_mol": 0.0
}

---

5.
{
  "formula": "C12H14Cl2N2O2S2",
  "method": "the ωB97M-V functional and the def2-TZVPD basis",
  "symbols": ["C", "C", "Cl", "H", "C", "H", "S", "H", "C", "H", "N", "C", "C", "H", "H", "O", "Cl", "C", "H", "H", "C", "C", "H", "H", "S", "O", "H", "H", "H", "H", "C", "C", "N", "C"],
  "positions_angstrom": [[0.4554, 0.7221, 0.1036], [-0.1714, 2.9549, -2.3815], [0.0632, -4.5058, 3.9429], [-2.1413, 3.8787, -2.2065], [-0.0809, -3.6849, 1.4129], [-0.9802, -4.3327, 1.3924], [2.0812, 0.4481, -0.5289], [0.8136, 3.0028, -1.8938], [2.1258, -2.0329, 1.5731], [-0.7391, 5.0270, -1.9232], [0.2563, 0.7068, 1.3777], [1.7094, -2.7615, 2.6932], [0.2790, -2.9785, 0.2821], [-1.2012, 2.0423, 2.1159], [-1.5613, 0.3221, 2.3967], [0.0724, 0.3195, -2.9759], [-0.6674, -3.1736, -1.1764], [-1.1429, 1.0362, 1.6632], [2.9966, -1.8061, -1.0326], [1.3495, -1.5825, -1.6731], [-1.1489, 3.9846, -1.7484], [1.4386, -2.1252, 0.3528], [-2.3757, 2.0288, 0.1275], [-2.4944, 0.2255, 0.2480], [-0.7896, 1.2726, -2.2447], [-2.2207, 1.1105, -2.6073], [-0.0458, 3.2139, -3.4472], [2.3029, -2.7229, 3.6065], [-1.2386, 3.7721, -0.6873], [3.0083, -1.4279, 1.6625], [0.5903, -3.5988, 2.6303], [-1.8368, 1.1009, 0.3458], [-0.6956, 0.9483, -0.5710], [1.9892, -1.3845, -0.8295]],
  "atomic_forces_ev_per_a": [[0.3, -0.4, 3.1], [-0.4, 1.0, -0.1], [-0.3, -0.6, 1.0], [0.3, 0.2, 0.1], [-1.6, -0.9, 0.3], [0.7, 0.5, -0.2], [0.2, -0.5, -0.3], [-0.3, -0.3, -0.2], [-1.2, -1.2, 0.1], [-0.6, -1.2, 0.3], [1.0, 0.0, -0.1], [0.2, -0.2, 0.1], [1.7, 1.1, 0.5], [0.3, -0.4, 0.3], [0.1, 0.3, -0.5], [-0.8, 2.3, 1.7], [0.4, 0.2, 0.4], [0.5, 0.8, 1.3], [-0.4, 0.9, 0.0], [0.0, 0.2, -0.5], [0.6, 0.1, -0.6], [-0.6, -0.7, 0.4], [0.0, -0.4, 0.2], [-0.1, 0.4, -0.4], [-1.5, -3.6, -1.7], [2.5, 1.5, 1.3], [0.0, -0.6, 0.3], [-0.2, 0.1, -0.2], [0.0, 0.3, 0.2], [0.2, 0.3, -0.1], [1.1, 1.5, -1.9], [-0.9, -0.9, -1.1], [-1.0, 0.8, -3.7], [-0.2, -0.3, 0.2]],
  "lowdin_charge": [-0.697, -0.280, 0.726, 0.078, -0.151, 0.112, 0.959, 0.092, -0.048, 0.101, 0.062, -0.086, -0.577, 0.117, 0.123, -0.334, 0.703, -0.186, 0.107, 0.027, -0.110, -0.304, 0.112, 0.128, 0.702, -0.310, 0.111, 0.108, 0.053, 0.109, -0.725, -0.149, -0.184, -0.390],
  "charge": 0,
  "e_homo_ev": -8.86,
  "smiles": "CCS(=O)(=O)N1CCN=C1SCc1ccc(Cl)cc1Cl"
}

---

6.
{
  "formula": "C12H14ClN",
  "method": "the ωB97M-V functional and the def2-TZVPD basis",
  "symbols": ["H", "C", "C", "H", "H", "Cl", "N", "C", "H", "C", "H", "H", "C", "H", "H", "C", "C", "H", "C", "H", "H", "H", "H", "C", "C", "C", "H", "C"],
  "positions_angstrom": [[-1.3742, 2.5496, 0.8762], [-1.2809, -0.7836, 1.4301], [1.2469, 1.6214, 0.7989], [-0.7665, -0.5440, 2.4059], [3.8979, 0.6816, -1.2184], [-1.5667, 1.5701, -1.7330], [-1.8865, 0.4180, -0.6180], [-0.7357, -1.8424, 0.4272], [0.1121, -2.3064, 1.0385], [2.5638, 1.6064, 0.3839], [-1.4479, -2.6746, 0.4348], [-0.1537, -1.1669, -2.7967], [-1.1403, 0.5705, 0.5853], [0.3330, -2.7421, -2.2768], [-2.3782, -1.0536, 1.6382], [0.7951, -0.2745, -0.5850], [-1.8646, 1.6557, 1.2867], [-2.9774, 1.6002, 1.3721], [0.3459, 0.7246, 0.3500], [2.3645, -0.9592, -1.7165], [3.3323, 2.2078, 0.9834], [-1.5298, 1.8012, 2.3589], [1.1038, 2.3301, 1.6316], [-0.3914, -1.9305, -2.1370], [2.9013, 0.7605, -0.6730], [2.0304, -0.1576, -1.1609], [-1.3293, -2.3890, -2.2291], [-0.2040, -1.2731, -0.8572]],
  "atomic_forces_ev_per_a": [[-1.4, 0.5, -0.3], [-1.3, 1.2, -1.2], [0.8, 1.5, 2.2], [-0.3, -0.9, -1.1], [-1.0, 0.7, 1.4], [0.1, 0.8, -0.8], [-1.4, -0.7, -0.4], [1.0, -1.2, 2.8], [-0.4, 0.3, -1.1], [1.8, 0.4, 0.0], [0.0, 0.3, -1.0], [0.0, 1.0, -2.2], [-0.3, -1.3, 2.5], [0.2, -0.1, -0.1], [1.5, 0.8, -0.2], [-2.1, 0.9, 0.5], [1.0, 2.3, 2.7], [1.0, 0.1, -0.8], [-0.7, -1.5, -1.5], [0.7, -1.3, -1.8], [-1.2, -0.8, -1.4], [-0.2, -0.8, -0.8], [-0.7, -0.3, -0.5], [1.6, -0.9, 1.1], [2.8, 0.6, -0.7], [-1.0, 0.1, 1.2], [-1.5, -0.2, -0.4], [1.1, -1.5, 2.0]],
  "lowdin_charge": [0.070, -0.096, -0.061, 0.131, 0.129, 0.749, -0.354, -0.145, 0.137, -0.085, 0.109, 0.060, -0.647, 0.099, 0.132, -0.176, -0.080, 0.107, -0.159, 0.097, 0.129, 0.103, 0.124, -0.042, -0.091, -0.046, 0.073, -0.268],
  "charge": 0,
  "s2": 2.021,
  "e_homo_ev": [-6.45, -9.03],
  "multiplicity": 3,
  "e_above_lowest_kcal_mol": 15.4
}

---

no.,E (eV)
1,-1274916.7687
2,-270410.4271
3,-158213.2333
4,-84445.5336
5,-66460.4715
6,-26678.3125